Formula: C22H35N5PdS3Si
Source: the Open Molecules 2025 dataset
Level of theory: the ωB97M-V functional and the def2-TZVPD basis

Last column: Mulliken charge in e.
Positions of all 67 atoms, in Å:
Pd 0.0028 0.8941 -0.0163  0.142
C -0.9540 -4.9952 4.8036  -1.146
Si 0.1018 -3.5357 4.1951  0.170
C 1.8335 -4.2251 3.9504  -1.005
C 0.0662 -2.2784 5.5972  -0.963
C -0.6948 -2.8840 2.6317  0.471
C -1.8463 -3.4640 2.1111  0.098
C -2.4368 -2.9695 0.9549  -0.964
C -1.8352 -1.8752 0.3512  -0.208
N -0.7404 -1.2978 0.8231  -0.151
C -0.1531 -1.7732 1.9379  -0.108
S 1.2902 -0.9704 2.4783  -0.549
H -0.5338 -5.3828 5.7359  0.263
H -0.9782 -5.8157 4.0839  0.300
H -1.9828 -4.6913 5.0047  0.295
H 2.2472 -4.5634 4.9047  0.301
H 2.4773 -3.4584 3.5253  0.290
H 1.8065 -5.0777 3.2676  0.319
H 0.3644 -2.7619 6.5332  0.345
H -0.9413 -1.8778 5.7235  0.334
H 0.7390 -1.4514 5.3845  0.231
H -2.2992 -4.3150 2.6106  0.268
H -3.3334 -3.4063 0.5344  0.381
H -2.2197 -1.4145 -0.5563  0.361
C 3.4813 3.6517 1.7162  -1.505
C 2.1406 2.9345 1.7864  -0.012
N 1.2477 3.3634 0.7153  0.296
C 1.1743 2.6099 -0.4937  -0.412
S 2.4785 1.5590 -0.8978  -0.261
N 0.5662 3.3572 -1.5346  -0.230
C -0.6627 4.0883 -1.2400  0.709
C -0.4206 5.5641 -0.9555  -1.662
H 4.1462 3.3039 2.5125  0.430
H 3.3482 4.7325 1.8169  0.300
H 3.9563 3.4498 0.7571  0.325
H 1.6486 3.1868 2.7310  0.192
H 2.2855 1.8508 1.7749  0.201
H 0.3186 3.5646 1.0604  -0.109
H 0.3862 2.7116 -2.2900  0.292
H -1.2312 3.6210 -0.4211  -0.308
H -1.3240 3.9780 -2.1041  0.355
H 0.2612 5.6927 -0.1145  0.259
H -1.3651 6.0680 -0.7312  0.330
H 0.0275 6.0557 -1.8218  0.463
C -1.7492 4.6126 3.0157  -0.716
N -0.9473 3.5777 3.6235  -0.112
C -0.9677 2.2708 3.1923  -0.119
N -0.2946 1.4023 3.9766  -0.233
S -1.7414 1.8262 1.7795  -0.143
H -1.3364 5.5819 3.3018  0.294
H -2.8032 4.5579 3.3118  0.285
H -1.7056 4.5159 1.9328  0.175
H -0.7341 3.7096 4.5994  0.255
H 0.4334 1.7875 4.5625  0.319
H -0.0095 0.5108 3.5341  -0.290
C -1.2361 0.7801 -1.6397  -0.550
C -2.1960 1.4069 -2.3217  0.886
C -3.4111 1.9060 -1.6796  -0.645
C -4.3725 2.5587 -2.3970  -0.400
C -4.2764 2.8178 -3.7767  -0.784
C -3.1094 2.3578 -4.4062  -0.126
C -2.1131 1.6821 -3.7538  -0.813
H -3.5305 1.7724 -0.6127  0.294
H -5.2454 2.9060 -1.8463  0.316
H -5.0483 3.3508 -4.3158  0.346
H -2.9716 2.5414 -5.4707  0.292
H -1.2380 1.3526 -4.3012  0.337

Its net charge is -2. The largest force on an atom is 0.97 eV/Å. The LUMO energy comes out at 4.436 eV. The HOMO energy comes out at 0.5 eV. The value obtained for the energy is -2744.9802 Eh. As for the HOMO-LUMO gap: 3.921 eV.


Formula: C22H35NNa3O20
Source: the Open Molecules 2025 dataset
Level of theory: the ωB97M-V functional and the def2-TZVPD basis

Last column: Mulliken charge in e.
Positions of all 81 atoms, in Å:
Na 1.0142 5.2619 -0.9692  0.952
Na -2.2335 2.3913 -0.2654  0.841
Na 2.0909 0.6884 -0.9316  0.706
C 0.3850 2.7517 -0.7253  1.207
O -0.5160 3.7013 -0.5298  -1.117
O -0.0606 1.5120 -0.8087  -0.606
O 1.7037 3.0623 -0.7735  -0.967
C -2.0334 3.4180 6.7045  -0.703
O -1.4624 3.4577 5.3882  -0.382
C -1.1807 2.3203 4.8065  0.972
O -1.3256 1.2421 5.3376  -0.625
O -0.8562 2.4641 3.5491  -0.392
C -0.4737 1.3161 2.8169  -0.140
H -3.0764 3.4587 6.4565  0.296
H -1.7763 4.3746 7.2197  0.212
H -1.7931 2.4758 7.1394  0.357
H 0.3339 1.5973 2.1122  0.219
H -1.3541 1.1236 2.2322  -0.269
H -0.1653 0.6215 3.6162  0.471
C -4.1320 4.5336 -3.5593  -0.596
O -3.0816 3.7558 -4.1045  -0.374
C -2.8259 2.6824 -3.4172  0.906
O -3.3124 2.4036 -2.3187  -0.660
O -1.8801 2.0094 -4.0523  -0.376
C -1.4538 0.8035 -3.4796  0.120
H -4.5428 5.0904 -4.3491  0.276
H -3.6553 5.1282 -2.7262  0.230
H -4.9542 3.9078 -3.1484  0.274
H -0.8381 0.9723 -2.5994  -0.246
H -0.8054 0.4055 -4.2729  0.262
H -2.3089 0.1742 -3.2616  0.286
C 3.7272 0.1393 -4.6507  -0.725
O 3.4500 -1.2854 -4.3625  -0.372
C 3.2815 -1.4479 -3.0522  0.763
O 3.2443 -0.5838 -2.2479  -0.473
O 3.1650 -2.7291 -2.8219  -0.337
C 3.1912 -3.0738 -1.4002  -0.322
H 3.7832 0.2187 -5.7193  0.295
H 4.7125 0.3479 -4.3123  0.329
H 3.0182 0.8510 -4.3262  0.262
H 2.3176 -2.6055 -0.9341  -0.003
H 4.0970 -2.7163 -0.8887  0.218
H 3.1132 -4.1334 -1.3049  0.319
C -4.2175 -0.6543 -1.0595  -0.348
O -4.3454 -1.1007 0.2886  -0.371
C -4.0533 -0.2449 1.2706  0.875
O -3.5207 0.8791 1.1037  -0.643
O -4.2516 -0.7496 2.4309  -0.411
C -3.7309 -0.0100 3.5926  -0.589
H -4.5157 0.3919 -1.1752  0.346
H -4.8775 -1.3181 -1.5820  0.314
H -3.2466 -0.8971 -1.3871  -0.064
H -2.6611 -0.1680 3.6091  0.278
H -4.1909 -0.4972 4.4231  0.314
H -4.0899 1.0423 3.4834  0.273
C 4.4312 -2.1105 2.3462  -0.776
O 5.4601 -1.6733 1.4457  -0.313
C 5.1584 -0.3389 0.9149  0.827
O 4.0694 0.1631 0.9067  -0.491
O 6.3159 0.1476 0.4376  -0.356
C 6.1907 1.3171 -0.4680  -0.540
H 4.8979 -2.2467 3.2757  0.304
H 4.2528 -3.1793 2.0636  0.215
H 3.5450 -1.5591 2.2528  0.391
H 7.0960 1.9065 -0.2819  0.279
H 5.3114 1.8561 -0.1586  0.303
H 6.1123 0.9396 -1.5222  0.167
C -0.7159 -2.1668 -0.8792  -0.059
C -0.6408 -2.2457 0.4613  -0.315
C -0.5242 -3.5035 1.0897  -0.494
C -0.6940 -4.6163 0.2688  -0.161
C -0.9824 -4.5216 -1.0873  -0.507
C -0.9132 -3.2644 -1.6851  -0.643
N -0.5254 -5.9487 0.8927  1.049
O -0.2045 -6.0193 2.0291  -0.616
O -0.6569 -6.8952 0.1544  -0.626
H -0.6921 -1.1981 -1.3953  0.037
H -0.5836 -1.3608 1.0577  0.683
H -0.3286 -3.6305 2.1342  0.588
H -1.1648 -5.5192 -1.5945  0.411
H -1.0447 -3.0926 -2.7227  0.586

Its net charge is +1. The largest force on an atom is 4.34 eV/Å. The LUMO energy comes out at -2.835 eV. The HOMO energy comes out at -11.8 eV. The value obtained for the energy is -2905.6867 Eh. As for the HOMO-LUMO gap: 8.931 eV.


Formula: C22H35NO2OsP2S2
Source: the Open Molecules 2025 dataset
Level of theory: the ωB97M-V functional and the def2-TZVPD basis

Last column: Mulliken charge in e.
Positions of all 65 atoms, in Å:
P -0.3207 -1.5538 -3.3718  1.434
P 0.3327 1.8150 -3.4257  1.456
C -0.4367 -0.5056 -4.9167  -1.385
C 0.4517 0.7480 -4.9372  -1.137
H -1.5026 -0.2570 -5.0428  0.398
H -0.1643 -1.1746 -5.7437  0.659
H 1.5197 0.4997 -5.0548  0.441
H 0.1770 1.4026 -5.7753  0.631
C -1.3372 2.5565 -3.6945  -1.340
H -1.5378 3.2426 -2.8559  0.420
H -2.1156 1.7760 -3.7208  0.410
H -1.3532 3.1205 -4.6386  0.476
C 1.4544 3.1995 -3.8309  -1.194
H 1.1225 3.7253 -4.7352  0.481
H 2.4696 2.8122 -3.9880  0.432
H 1.4555 3.9012 -2.9867  0.427
C -1.3090 -2.9952 -3.9466  -1.296
H -1.2479 -3.7906 -3.1951  0.400
H -0.9246 -3.3720 -4.9025  0.461
H -2.3554 -2.6934 -4.0747  0.412
C 1.3817 -2.2191 -3.6861  -1.479
H 2.1330 -1.4151 -3.6713  0.327
H 1.4111 -2.7201 -4.6648  0.459
H 1.6105 -2.9486 -2.8955  0.386
Os -0.0694 -0.3813 1.3094  1.219
C 0.5867 1.5360 0.3486  -0.420
C -0.7731 1.3989 0.0548  -0.834
C -1.4833 0.6702 -1.0546  1.203
C -1.8829 -0.7861 -0.7710  -1.745
C -0.6906 -1.5963 -0.3702  -0.526
C 0.6990 -1.3332 -0.4835  -0.649
C 1.4481 -0.2584 -1.1962  0.559
C 1.7857 1.0064 -0.3803  -1.416
C 0.9077 -1.7748 2.3408  -1.041
H 0.8058 2.2678 1.1330  0.612
H -1.4321 2.0679 0.6214  0.634
H -0.8548 0.6616 -1.9616  -1.864
H -2.3922 1.2401 -1.3041  0.918
H -2.6287 -0.7933 0.0448  0.562
H -2.4085 -1.2199 -1.6361  0.733
H -0.9256 -2.6125 -0.0407  0.458
H 1.3090 -2.2226 -0.2821  0.740
H 0.8874 0.0744 -2.0811  -2.094
H 2.3779 -0.6856 -1.5977  0.757
H 2.5624 0.7567 0.3636  0.443
H 2.2244 1.7850 -1.0300  0.630
H 1.6018 -1.2144 2.9861  0.290
H 1.4774 -2.4532 1.6941  0.390
H 0.2216 -2.3405 2.9915  0.394
O 2.2237 2.1982 5.3964  -0.608
S 1.7322 0.8535 5.2279  1.092
O 2.6763 -0.2384 5.2127  -0.583
N 0.7140 0.7463 3.8755  -0.495
C -0.5258 0.4230 4.1837  1.068
S -1.5792 -0.0567 2.9059  -0.543
C -0.8104 0.3112 5.6098  0.427
C -1.9846 -0.0842 6.2708  -0.692
C -1.9139 -0.3744 7.6337  -0.582
C -0.6987 -0.2618 8.3265  -0.541
C 0.4633 0.1748 7.6713  -0.581
C 0.3861 0.4682 6.3179  0.100
H -2.9198 -0.1393 5.7100  0.438
H -2.8090 -0.6963 8.1628  0.405
H -0.6470 -0.5309 9.3798  0.410
H 1.4247 0.2597 8.1717  0.450

Its net charge is +2. As for the expectation value of S²: 6.033. The largest force on an atom is 3.64 eV/Å. As for the multiplicity: 5. The LUMO energy (alpha / beta) comes out at -6.458 / -9.811 eV. The HOMO energy (alpha / beta) comes out at -14.2 / -14.1 eV. The value obtained for the energy is -2633.4796 Eh. As for the HOMO-LUMO gap (alpha / beta): 7.744 / 4.308 eV. For the energy above the lowest of the compared OMol25 structures with the same formula, charge and spin, the calculation gives 0.000 eV.